Entry 1:
DFT (ωB97M-V/def2-TZVPD) results for 2 unconnected molecules or ions with the total composition C7H18N3O2Se.

Its gap between HOMO and LUMO is 8.18 eV. Its energy above the lowest of the compared OMol25 structures with the same formula, charge and spin is 43.1 kcal per mole. Its total energy is -2993.3014 Eh. The net charge is +1.

CARTESIAN COORDINATES (ANGSTROEM)
C: 1.21 0.91 1.50
C: -1.22 0.10 -1.18
C: -0.42 -1.36 0.61
C: -2.57 0.70 -0.78
C: 0.56 -2.47 0.13
C: 1.93 1.55 -0.69
C: 0.16 0.96 0.56
N: -0.37 -0.12 -0.04
N: -2.29 2.09 -0.26
N: 1.84 -2.40 0.93
O: 1.92 -0.07 1.84
O: 1.37 2.10 2.20
Se: 3.29 0.32 -0.76
H: -1.44 -0.77 -1.67
H: -0.78 0.76 -1.80
H: -1.37 -1.68 0.42
H: -0.12 -1.40 1.70
H: -2.90 0.01 -0.05
H: -3.34 0.66 -1.53
H: 0.72 -2.24 -0.85
H: 0.20 -3.40 0.24
H: 1.42 1.32 -1.65
H: 2.18 2.69 -0.57
H: -0.23 2.00 0.39
H: -1.73 2.70 -0.81
H: 0.78 2.85 2.19
H: -3.21 2.48 -0.23
H: 2.10 -1.23 1.18
H: 2.68 -2.92 0.76
H: 1.66 -2.48 1.90
H: 3.97 0.40 0.62

Entry 2:
DFT (ωB97M-V/def2-TZVPD) results for a single C16H17N5OS molecule.

Its gap between HOMO and LUMO is 8.34 eV. Its energy above the lowest of the compared OMol25 structures with the same formula, charge and spin is 8.1 kcal per mole. Its total energy is -1367.1262 Eh.

CARTESIAN COORDINATES (ANGSTROEM)
O: 1.17 -0.08 -2.08
C: 0.05 0.23 -2.47
C: -1.05 -0.81 -2.58
S: -2.37 -0.54 -1.34
C: -1.46 -0.76 0.13
N: -2.03 -0.31 1.24
N: -1.40 -0.40 2.38
C: -0.19 -0.92 2.37
C: 0.38 -1.42 1.15
N: -0.27 -1.36 0.01
N: 1.61 -1.92 1.39
C: 1.90 -1.76 2.73
C: 3.04 -2.10 3.43
C: 3.07 -1.84 4.79
C: 2.00 -1.24 5.44
C: 0.85 -0.89 4.75
C: 0.80 -1.15 3.39
N: -0.26 1.49 -2.83
C: -1.52 1.91 -3.41
C: -1.69 3.42 -3.27
C: -0.60 4.17 -4.06
C: 0.71 3.38 -4.04
C: 0.79 2.50 -2.80
H: -0.61 -1.79 -2.38
H: -1.54 -0.80 -3.55
H: 2.23 -2.27 0.68
H: 3.88 -2.56 2.93
H: 3.95 -2.10 5.35
H: 2.06 -1.05 6.50
H: 0.01 -0.43 5.24
H: -1.56 1.63 -4.47
H: -2.34 1.41 -2.89
H: -1.63 3.68 -2.21
H: -2.68 3.70 -3.63
H: -0.93 4.32 -5.09
H: -0.46 5.15 -3.61
H: 1.56 4.05 -4.06
H: 0.78 2.73 -4.92
H: 1.75 1.97 -2.75
H: 0.69 3.11 -1.89

Entry 3:
DFT (ωB97M-V/def2-TZVPD) results for a molecular structure, C48H69N5O10S4Si4SrTe.

Its gap between HOMO and LUMO (spin up / spin down) is 4.11 / 3.81 eV. Its energy above the lowest of the compared OMol25 structures with the same formula, charge and spin is 81.6 kcal per mole. Its total energy is -5946.3841 Eh. The net charge is -2.

CARTESIAN COORDINATES (ANGSTROEM)
Sr: 0.31 -0.37 0.79
C: 3.87 5.39 -0.76
C: 3.97 4.56 0.52
S: 2.46 3.80 1.21
C: 1.18 5.06 0.96
C: 0.05 4.68 -0.04
S: 0.41 3.39 -1.25
C: 0.68 4.31 -2.77
C: 1.89 5.25 -2.77
S: 3.46 4.49 -2.28
H: 4.84 5.85 -0.92
H: 3.14 6.19 -0.66
H: 4.42 5.19 1.29
H: 4.62 3.70 0.36
H: 1.67 5.98 0.66
H: 0.73 5.22 1.94
H: -0.27 5.57 -0.59
H: -0.81 4.31 0.52
H: -0.22 4.88 -3.01
H: 0.80 3.53 -3.51
H: 1.71 6.10 -2.11
H: 2.02 5.64 -3.78
O: 2.61 0.83 -2.79
C: 1.88 0.63 -1.87
O: 1.83 0.62 -0.65
C: 0.78 -1.88 -1.75
O: 1.50 -2.38 -2.58
O: 0.56 -2.12 -0.56
O: -6.64 1.58 -0.92
C: -6.03 0.40 -1.42
C: -4.67 0.21 -0.82
C: -4.02 -1.04 -1.02
C: -2.72 -1.15 -0.58
N: -2.04 -0.19 0.06
C: -2.72 0.95 0.40
C: -4.03 1.18 -0.11
C: -2.09 1.87 1.30
C: -2.81 2.90 1.97
C: -2.22 3.65 2.96
C: -3.03 4.64 3.75
O: -4.13 4.04 4.43
C: -0.85 3.42 3.26
C: -0.20 2.45 2.54
N: -0.75 1.69 1.59
H: -7.54 1.61 -1.25
H: -5.92 0.47 -2.51
H: -6.64 -0.48 -1.21
H: -4.51 -1.86 -1.52
H: -2.17 -2.07 -0.76
H: -4.53 2.12 0.05
H: -3.86 3.05 1.76
H: -3.46 5.40 3.10
H: -2.37 5.14 4.47
H: -3.86 3.16 4.71
H: -0.35 3.97 4.05
H: 0.86 2.28 2.74
C: -4.53 -3.56 7.50
C: -3.63 -2.88 6.51
C: -3.13 -1.59 6.73
C: -2.28 -0.96 5.84
C: -1.80 0.43 6.15
C: -1.88 -1.62 4.62
C: -1.02 -0.94 3.73
O: -0.66 -1.28 2.53
C: -2.39 -2.95 4.40
C: -2.04 -3.75 3.16
C: -3.23 -3.52 5.33
H: -4.80 -2.88 8.31
H: -4.06 -4.44 7.95
H: -5.46 -3.91 7.03
H: -3.42 -1.06 7.63
H: -2.27 0.79 7.07
H: -2.02 1.14 5.34
H: -0.71 0.46 6.30
H: -0.62 0.01 4.10
H: -1.11 -3.42 2.71
H: -2.82 -3.66 2.40
H: -1.95 -4.81 3.42
H: -3.59 -4.53 5.14
C: -1.10 -3.60 -6.61
Si: -0.24 -3.25 -4.97
C: -1.36 -3.93 -3.64
C: 1.35 -4.20 -5.08
Si: 0.03 -0.95 -4.87
Te: -0.33 -0.03 -2.56
Si: 1.92 -0.29 -6.02
C: 1.95 1.58 -6.14
C: 1.72 -0.95 -7.77
C: 3.55 -0.89 -5.37
Si: -1.86 0.03 -5.82
C: -3.40 -0.84 -5.20
C: -1.93 0.03 -7.70
C: -2.02 1.82 -5.30
H: -1.19 -4.68 -6.75
H: -0.53 -3.19 -7.46
H: -2.11 -3.17 -6.66
H: -1.60 -4.97 -3.86
H: -2.29 -3.36 -3.58
H: -0.88 -3.89 -2.65
H: 1.14 -5.28 -5.10
H: 2.00 -3.99 -4.22
H: 1.89 -3.95 -5.99
H: 1.05 1.96 -6.65
H: 2.83 1.92 -6.70
H: 1.99 2.02 -5.14
H: 0.75 -0.67 -8.20
H: 1.78 -2.05 -7.78
H: 2.51 -0.56 -8.41
H: 3.63 -0.69 -4.30
H: 4.37 -0.37 -5.88
H: 3.66 -1.97 -5.53
H: -3.43 -1.89 -5.52
H: -4.30 -0.34 -5.57
H: -3.42 -0.84 -4.10
H: -1.82 -0.98 -8.11
H: -1.14 0.65 -8.13
H: -2.90 0.43 -8.03
H: -2.03 1.91 -4.20
H: -2.94 2.26 -5.68
H: -1.17 2.42 -5.66
O: 7.15 -5.55 4.50
S: 7.73 -4.91 5.66
O: 7.75 -5.72 6.86
O: 8.95 -4.16 5.41
C: 6.57 -3.56 6.07
N: 6.71 -3.00 7.28
C: 5.92 -1.97 7.53
C: 5.01 -1.46 6.62
C: 4.96 -2.10 5.39
N: 5.73 -3.14 5.12
C: 4.04 -1.65 4.30
C: 3.67 -2.52 3.29
C: 2.79 -2.09 2.32
N: 2.28 -0.85 2.28
C: 2.68 -0.01 3.23
C: 3.54 -0.36 4.26
H: 6.01 -1.52 8.52
H: 4.36 -0.63 6.86
H: 4.08 -3.52 3.28
H: 2.47 -2.76 1.52
H: 2.31 1.01 3.16
H: 3.82 0.39 4.99

Entry 4:
DFT (ωB97M-V/def2-TZVPD) results for 5 unconnected molecules or ions with the total composition C26H54NO7.

Its gap between HOMO and LUMO is 8.37 eV. Its energy above the lowest of the compared OMol25 structures with the same formula, charge and spin is 0.0 kcal per mole. Its total energy is -1604.2292 Eh. The net charge is +1.

CARTESIAN COORDINATES (ANGSTROEM)
C: 0.79 2.38 2.16
C: 2.15 1.92 1.63
O: 2.42 2.32 0.30
C: 1.57 1.80 -0.70
C: 2.37 0.95 -1.68
O: 2.99 -0.21 -1.12
C: 2.13 -1.11 -0.51
C: 2.96 -2.23 0.12
N: 1.93 -3.31 0.37
C: 0.69 -2.99 -0.49
O: -0.21 -2.56 0.48
C: -1.54 -2.20 0.00
C: -1.84 -0.73 0.30
C: -2.73 -0.65 1.55
C: -2.48 0.08 -0.85
C: -1.86 -0.12 -2.24
C: -2.43 1.59 -0.50
C: 1.20 -1.91 -1.43
H: 0.55 3.37 1.77
H: 0.83 2.45 3.25
H: -0.02 1.70 1.91
H: 2.95 2.35 2.23
H: 2.24 0.82 1.73
H: 1.15 2.62 -1.28
H: 0.72 1.25 -0.27
H: 1.73 0.66 -2.53
H: 3.19 1.54 -2.07
H: 1.51 -0.66 0.28
H: 3.67 -2.60 -0.62
H: 3.45 -1.93 1.04
H: 2.30 -4.24 0.19
H: 1.60 -3.26 1.34
H: 0.37 -3.91 -0.99
H: -2.22 -2.86 0.54
H: -1.60 -2.45 -1.06
H: -0.87 -0.27 0.56
H: -3.17 0.33 1.68
H: -3.55 -1.37 1.46
H: -2.18 -0.91 2.45
H: -3.54 -0.21 -0.90
H: -0.89 0.39 -2.30
H: -2.50 0.33 -3.00
H: -1.72 -1.16 -2.53
H: -3.41 2.06 -0.55
H: -1.76 2.11 -1.21
H: -2.03 1.76 0.50
H: 1.76 -2.38 -2.24
H: 0.36 -1.35 -1.85
C: -0.92 -4.64 4.03
C: -1.75 -3.58 4.72
O: -2.44 -2.82 4.09
C: -1.67 -3.54 6.22
H: -1.05 -4.57 2.95
H: 0.14 -4.51 4.29
H: -1.21 -5.64 4.37
H: -0.64 -3.37 6.54
H: -1.99 -4.50 6.64
H: -2.31 -2.75 6.60
C: -2.12 4.07 4.53
C: -2.14 2.65 4.02
O: -2.48 2.39 2.88
C: -1.73 1.57 4.99
H: -2.44 4.75 3.74
H: -2.78 4.17 5.39
H: -1.11 4.33 4.86
H: -2.39 1.60 5.86
H: -0.71 1.76 5.34
H: -1.80 0.59 4.52
C: -1.41 3.05 -5.20
C: -2.76 3.10 -4.52
O: -3.63 2.29 -4.78
C: -2.97 4.18 -3.49
H: -1.38 2.23 -5.91
H: -1.22 3.99 -5.71
H: -0.62 2.92 -4.45
H: -2.84 5.17 -3.93
H: -2.24 4.07 -2.68
H: -3.98 4.10 -3.08
C: 5.42 -0.49 -5.87
C: 4.42 -1.23 -5.02
O: 3.37 -1.63 -5.47
C: 4.77 -1.45 -3.57
H: 5.05 -0.39 -6.89
H: 5.60 0.50 -5.45
H: 6.37 -1.02 -5.87
H: 4.91 -0.50 -3.06
H: 5.70 -2.02 -3.48
H: 3.95 -1.99 -3.10

Entry 5:
DFT (ωB97M-V/def2-TZVPD) results for 2 unconnected molecules or ions with the total composition C12H11F8NO5S.

Its gap between HOMO and LUMO is 4.26 eV. Its total energy is -2091.9161 Eh.

CARTESIAN COORDINATES (ANGSTROEM)
O: 0.56 -2.43 1.24
C: -0.38 -2.20 0.53
O: -1.63 -2.62 0.73
C: -0.16 -1.41 -0.76
C: -1.13 -1.37 -1.76
C: -0.88 -0.64 -2.89
N: 0.29 0.02 -3.00
C: 1.26 0.01 -2.06
C: 2.50 0.82 -2.30
C: 2.52 2.22 -1.63
C: 1.50 2.43 -0.51
C: 1.49 3.86 0.01
F: 2.72 4.43 -0.08
F: 1.11 3.86 1.31
C: 0.50 4.79 -0.74
F: -0.69 4.18 -0.87
F: 0.33 5.93 -0.09
F: 0.96 5.05 -1.97
C: 1.03 -0.73 -0.91
H: -2.24 -1.88 0.87
H: -2.06 -1.91 -1.63
H: -1.57 -0.54 -3.71
H: 0.46 0.56 -3.84
H: 2.59 0.96 -3.38
H: 3.36 0.23 -2.00
H: 2.41 2.98 -2.40
H: 3.51 2.36 -1.21
H: 0.48 2.18 -0.81
H: 1.74 1.80 0.34
H: 1.79 -0.76 -0.14
C: -2.09 -4.49 4.10
F: -2.10 -5.11 2.90
F: -1.95 -5.43 5.04
F: -0.99 -3.72 4.13
S: -3.62 -3.49 4.35
O: -4.67 -4.48 4.26
O: -3.55 -2.56 3.23
O: -3.41 -2.90 5.65

Entry 6:
DFT (ωB97M-V/def2-TZVPD) results for a molecular structure, C3H7N4S.

Its gap between HOMO and LUMO is 9.70 eV. Its energy above the lowest of the compared OMol25 structures with the same formula, charge and spin is 75.9 kcal per mole. Its total energy is -735.3308 Eh. The net charge is +1.

CARTESIAN COORDINATES (ANGSTROEM)
C: -0.62 1.72 -0.13
C: 0.73 1.86 -0.05
C: 1.14 -0.83 0.07
N: -0.14 -1.04 0.12
N: 1.98 -1.81 -0.10
N: -2.35 -0.17 -0.15
N: -1.06 -0.03 0.40
S: 2.01 0.71 0.10
H: -1.43 2.30 -0.32
H: 1.27 2.85 -0.10
H: 1.65 -2.81 -0.26
H: 2.97 -1.74 -0.05
H: -2.32 -0.11 -1.20
H: -2.60 -1.13 0.19
H: -1.24 0.25 1.47

Entry 7:
DFT (ωB97M-V/def2-TZVPD) results for a gas-phase ion, C4H8NOS (charge -1).

Its gap between HOMO and LUMO is 6.49 eV. Its energy above the lowest of the compared OMol25 structures with the same formula, charge and spin is 14.5 kcal per mole. Its total energy is -685.4329 Eh. The net charge is -1.

CARTESIAN COORDINATES (ANGSTROEM)
O: -0.86 -0.48 3.33
C: -1.25 -0.56 2.16
N: -0.43 -0.31 1.13
C: -0.77 -0.26 -0.34
C: 0.12 0.80 -0.99
C: 1.59 0.34 -1.18
S: 1.86 -1.40 -1.78
H: -2.30 -0.78 1.93
H: 0.53 -0.09 1.33
H: -0.52 -1.26 -0.67
H: -1.85 -0.02 -0.32
H: -0.29 0.79 -2.02
H: 0.08 1.74 -0.44
H: 1.98 1.04 -1.92
H: 2.12 0.46 -0.23

Entry 8:
DFT (ωB97M-V/def2-TZVPD) results for a molecular structure, C35H43BrFIN7PReS.

The multiplicity is 2. Its gap between HOMO and LUMO (spin up / spin down) is 6.06 / 6.52 eV. Its energy above the lowest of the compared OMol25 structures with the same formula, charge and spin is 30.2 kcal per mole. The expectation value of S² is 0.77. Its total energy is -5531.8408 Eh. The net charge is +2.

CARTESIAN COORDINATES (ANGSTROEM)
Re: 0.41 -0.50 0.05
C: -2.68 -3.51 0.91
C: -3.59 -2.90 1.77
C: -3.30 -1.65 2.23
C: -2.11 -1.00 1.86
N: -1.22 -1.59 1.02
C: -1.54 -2.83 0.58
N: -1.96 0.25 2.44
C: -0.91 0.95 2.36
N: 0.26 0.63 1.65
C: 1.30 1.42 2.12
N: 2.55 1.17 1.97
C: 2.96 -0.12 1.67
C: 4.27 -0.44 2.03
C: 4.67 -1.76 2.07
C: 3.73 -2.75 1.77
C: 2.49 -2.37 1.34
N: 2.12 -1.07 1.19
C: 0.71 2.52 2.89
C: 1.27 3.64 3.47
C: 0.42 4.49 4.17
C: -0.93 4.21 4.30
C: -1.49 3.06 3.75
C: -0.65 2.23 3.04
H: -2.84 -4.50 0.51
H: -4.51 -3.40 2.05
H: -3.95 -1.11 2.91
H: -0.82 -3.28 -0.08
H: 4.91 0.36 2.35
H: 5.67 -2.02 2.38
H: 3.97 -3.80 1.88
H: 1.73 -3.09 1.10
H: 2.33 3.84 3.38
H: 0.83 5.39 4.62
H: -1.56 4.89 4.86
H: -2.54 2.83 3.87
C: 1.34 -5.10 -2.28
C: 1.40 -4.04 -1.18
P: 0.96 -2.32 -1.72
C: -0.38 -2.64 -2.93
C: -1.10 -1.45 -3.57
C: 2.48 -1.95 -2.71
C: 2.30 -1.19 -4.02
H: 1.71 -6.05 -1.88
H: 1.95 -4.85 -3.14
H: 0.32 -5.27 -2.63
H: 2.42 -3.97 -0.81
H: 0.79 -4.36 -0.34
H: -1.11 -3.28 -2.42
H: 0.08 -3.26 -3.70
H: -1.62 -0.84 -2.84
H: -1.84 -1.83 -4.27
H: -0.41 -0.82 -4.13
H: 2.93 -2.92 -2.93
H: 3.17 -1.44 -2.04
H: 1.68 -1.74 -4.72
H: 3.28 -1.05 -4.48
H: 1.87 -0.20 -3.86
C: 1.51 5.79 -0.60
C: 0.63 4.63 -0.18
N: 1.26 3.32 -0.42
C: 1.05 2.43 -1.38
S: 1.86 0.85 -1.27
N: 0.37 2.62 -2.49
C: -0.04 3.85 -3.20
C: -1.44 3.71 -3.77
H: 0.99 6.73 -0.41
H: 1.76 5.75 -1.66
H: 2.44 5.80 -0.04
H: -0.35 4.63 -0.64
H: 0.45 4.67 0.90
H: 1.95 3.03 0.25
H: 0.27 1.78 -3.04
H: 0.68 4.00 -4.00
H: 0.04 4.70 -2.54
H: -1.51 2.83 -4.41
H: -1.67 4.58 -4.39
H: -2.19 3.64 -2.98
F: -0.99 0.17 -1.04
Br: -3.47 5.84 -0.93
C: -4.36 5.03 0.53
C: -5.25 5.80 1.26
C: -5.90 5.26 2.35
C: -5.66 3.94 2.72
C: -4.78 3.17 1.99
C: -4.13 3.71 0.89
I: -2.82 2.47 -0.17
H: -5.43 6.83 0.97
H: -6.60 5.87 2.91
H: -6.17 3.51 3.58
H: -4.59 2.14 2.27

Q: Which formula does entry 4 have?
A: C26H54NO7